A structure of composition C59H53ClLaN4O6P2S2, computed with the ωB97M-V functional and the def2-TZVPD basis.

Computed properties:
max |F| = 3.4 eV/Å
gap between HOMO and LUMO = 7.059 eV
total charge = +1
calculated total energy = -4921.31028 a.u.
LUMO = -2.6 eV

```
128
Properties=species:S:1:pos:R:3:forces:R:3
La 0.00566 2.89020 -0.09379 0.267 -0.209 0.754
O 1.63796 1.11824 0.50532 0.143 -2.013 -0.710
S 1.62959 -0.42594 0.04738 -0.148 2.779 1.872
C 2.69831 -1.31445 1.27634 1.305 -1.509 -1.203
C 3.52847 -2.32455 0.70159 -0.695 1.167 1.063
C 4.62610 -2.87481 1.42368 0.178 -0.293 -0.768
C 4.90631 -2.51224 2.70558 -1.357 1.189 0.014
C 5.96462 -2.88452 3.69287 0.205 -0.895 0.301
C 5.71987 -1.91092 4.86901 -0.385 -0.281 0.530
C 4.38475 -1.25875 4.62305 -0.430 0.082 -0.169
C 3.53633 -0.51223 5.41448 0.721 -0.782 0.597
C 2.22832 -0.33680 4.96988 -0.230 0.553 -1.208
C 1.87129 -0.48096 3.62016 0.819 -0.654 0.819
P 0.14124 -0.24327 3.24502 -0.978 0.047 -1.220
C -0.22830 1.23716 4.30848 -0.053 1.519 -1.371
C 0.75261 2.25883 4.42537 0.300 -1.252 -0.116
C 0.58191 3.23904 5.37881 0.558 1.345 0.470
C -0.54308 3.30439 6.17146 -1.280 -0.884 0.582
C -1.60284 2.40633 5.87760 1.293 1.731 1.097
C -1.50604 1.57331 4.80139 -0.076 -2.497 -0.804
C -0.71814 -1.62529 4.14534 -0.057 2.710 0.058
C -0.18976 -2.45495 5.08451 -0.420 -1.256 -0.420
C -1.05258 -3.14224 5.95512 0.584 0.821 -0.292
C -2.37270 -2.74357 6.08129 -0.514 0.128 -2.228
C -2.95545 -2.00641 4.98694 0.434 -1.084 2.427
C -2.09692 -1.42383 4.12314 -0.260 0.068 -1.219
C 2.81335 -1.07504 2.70243 -0.405 0.475 0.197
C 3.98536 -1.58904 3.32583 0.007 -0.657 -1.213
C 2.64881 -0.40548 -1.44888 -0.773 0.838 1.271
C 3.51854 0.64583 -1.66224 0.841 -1.304 -1.498
C 4.53086 0.53647 -2.69258 -1.515 0.625 -0.283
C 4.37679 -0.44130 -3.66517 -0.114 -0.128 2.407
C 5.27844 -0.81294 -4.78944 -0.077 -0.098 -0.413
C 4.65220 -2.14593 -5.31006 0.419 -0.684 -1.856
C 3.57397 -2.50294 -4.31126 0.064 -1.237 -1.551
C 2.86679 -3.67622 -4.16372 0.124 -0.773 0.689
C 1.91138 -3.70437 -3.12561 -1.052 0.774 0.141
C 1.54669 -2.60550 -2.34247 2.432 0.003 0.099
P 0.05087 -2.64220 -1.36264 -1.500 -0.452 0.340
C -0.14713 -4.36688 -0.76634 0.685 0.432 0.021
C -0.90017 -5.37839 -1.39043 0.636 0.742 0.838
C -0.95652 -6.62295 -0.80687 0.546 0.629 0.497
C -0.17412 -6.96674 0.29132 1.032 1.073 -0.033
C 0.71998 -5.98740 0.81873 -1.241 0.447 -1.270
C 0.64084 -4.64342 0.36566 -0.365 -1.976 -0.010
C -1.17468 -2.66909 -2.70120 -1.304 0.637 -1.403
C -2.58259 -2.75122 -2.37729 2.028 0.262 -0.295
C -3.50079 -2.60143 -3.39409 -0.560 0.134 -0.104
C -3.12976 -2.59121 -4.73891 -0.121 -0.138 -0.577
C -1.77596 -2.60068 -5.07260 0.072 0.373 -0.204
C -0.81402 -2.47893 -4.07267 -0.929 -0.888 1.489
C 2.46068 -1.46301 -2.33437 0.471 -1.818 -1.973
C 3.40902 -1.46962 -3.41673 -0.410 1.555 0.805
H 3.31901 -2.75697 -0.28864 0.295 0.708 0.331
H 5.30499 -3.50270 0.85467 -0.180 -0.296 0.185
H 6.98884 -2.80886 3.31382 -0.204 0.176 -0.124
H 5.88626 -3.95599 4.00203 -0.249 0.762 -0.180
H 6.48034 -1.15852 4.78073 0.527 0.435 0.615
H 5.68612 -2.39893 5.85454 0.546 0.245 -0.315
H 3.82255 -0.19871 6.41437 -0.067 -0.180 -0.030
H 1.43862 -0.01610 5.65145 0.466 0.042 -0.052
H 1.68158 2.21680 3.82235 -0.511 -0.156 0.669
H 1.36339 3.95933 5.62927 0.042 -0.175 -0.530
H -0.61812 4.00594 7.03268 0.122 -0.696 -0.808
H -2.36574 2.27657 6.61576 -1.005 0.460 -0.229
H -2.39602 1.03447 4.39066 0.892 0.339 0.994
H 0.85770 -2.68244 5.02934 0.391 -0.146 0.324
H -0.59288 -3.97398 6.44347 -0.153 -0.126 1.123
H -2.98960 -3.02594 6.89402 -0.485 -0.772 0.514
H -4.03041 -1.91055 4.83909 0.242 0.212 0.497
H -2.56083 -0.76163 3.41557 0.202 0.103 -0.688
H 3.34890 1.56449 -1.15592 0.503 0.425 1.044
H 5.29637 1.31275 -2.74830 -0.261 -0.181 -0.113
H 6.24622 -1.02620 -4.34993 0.385 0.102 -0.106
H 5.39778 0.03473 -5.50907 -0.138 -0.966 0.314
H 5.34894 -3.01286 -5.43521 -0.088 0.863 0.540
H 4.31575 -2.06324 -6.39011 -0.248 0.190 1.315
H 3.03769 -4.63173 -4.69923 0.047 1.016 0.049
H 1.25877 -4.55812 -2.94313 0.366 -0.182 -0.462
H -1.48031 -5.25937 -2.29144 0.059 0.541 -0.095
H -1.62062 -7.25468 -1.31667 -0.649 -1.464 -0.111
H -0.21334 -7.98069 0.65840 0.196 -0.027 0.181
H 1.52872 -6.20261 1.48300 -0.075 -0.447 0.773
H 1.22290 -3.90551 0.92737 -0.197 0.004 -0.578
H -2.89284 -2.92911 -1.34296 0.076 0.283 -0.331
H -4.54923 -2.44207 -3.15289 0.076 -0.438 0.029
H -3.93176 -2.59867 -5.50817 0.812 0.067 0.559
H -1.38555 -2.66093 -6.09772 -0.611 0.197 0.326
H 0.21698 -2.36845 -4.35743 0.127 -0.010 -0.018
N -0.12091 4.56508 2.20228 -1.699 -1.431 -0.500
N -1.48307 4.44636 2.65667 -0.775 0.399 -0.698
C -2.28035 3.32408 2.22586 -0.945 2.154 0.924
O -3.42226 3.26186 2.66135 0.562 -0.134 -0.231
O -1.75747 2.52324 1.37558 0.423 -0.666 -0.229
H 0.38668 4.28678 3.00940 1.176 0.268 0.465
H 0.17783 5.42351 1.76816 -0.285 0.468 0.277
H -2.04326 5.30762 2.85583 1.000 -1.280 -0.107
O -1.01769 0.85130 -1.29779 -0.522 0.231 0.432
H -0.52383 0.03608 -1.39829 0.214 -0.441 -0.160
H -1.85171 0.55212 -0.80718 0.368 0.139 -0.369
O -3.07188 0.49781 0.16915 -0.508 0.583 1.023
H -2.85094 1.24517 0.80628 -0.180 -0.812 -0.479
H -3.78138 -0.03318 0.56767 0.457 0.277 -0.289
O 0.97979 2.86024 -2.39837 0.460 -1.351 -1.548
H 1.62698 3.53993 -2.13104 0.507 0.138 -0.295
H 1.39268 2.21191 -3.04170 -0.667 1.264 1.162
Cl 2.08236 4.72343 -0.39931 -0.073 0.127 0.005
S -4.80580 6.89656 -3.83148 -0.055 0.530 0.052
C -3.74959 5.97296 -2.75484 -0.156 -0.965 0.551
C -4.12939 4.85436 -1.97515 0.648 0.673 0.204
C -3.23823 4.34328 -1.03694 0.363 -0.087 -0.055
N -1.91600 4.67739 -0.96265 -0.753 0.827 -2.332
C -1.52988 5.64222 -1.88519 0.488 1.226 2.271
C -2.45294 6.45443 -2.60402 0.675 -2.246 0.373
C -5.60877 5.70274 -4.84580 0.299 -0.719 0.408
C -4.93670 4.56015 -5.31171 0.568 0.568 0.763
C -5.62513 3.64150 -6.06251 0.218 -0.707 -2.661
N -6.84327 3.86991 -6.62403 0.777 -0.165 2.668
C -7.45720 4.89310 -6.01479 -1.247 -0.683 -1.691
C -6.94919 5.83780 -5.16697 0.733 0.246 -0.187
H -5.10674 4.40909 -1.98702 -0.349 0.169 -0.220
H -3.63449 3.62482 -0.30847 0.461 0.134 -0.248
H -0.42629 5.93560 -1.75140 -1.744 -0.434 -0.678
H -2.20212 7.30110 -3.19648 0.749 0.460 -0.187
H -3.85252 4.43514 -5.15215 -0.759 -0.071 0.216
H -5.09090 2.74294 -6.46013 -0.467 0.822 0.468
H -8.49766 4.98806 -6.26932 -0.341 0.188 -0.360
H -7.58633 6.69183 -4.98767 0.213 0.019 0.685
```
Forces are in eV/Å.